[1]
Entry from OMol25: an isolated molecule of C4H7NO2 (ωB97M-V/def2-TZVPD).

Computed properties:
gap between HOMO and LUMO: 11.12 eV
HOMO level: -0.376 Eh
E_LUMO: 0.8941 eV
SMILES: [H]/N=C1/CO[C@H](C)O1
E: -9846.1221 eV
ΔE to the lowest compared entry with this formula, charge and spin: 26.7 kcal per mole

Geometry as ORCA input:
```
! RIJCOSX wB97M-V def2-TZVPD def2/J DEFGRID3
* xyz 0 1
H 2.6770 1.5328 0.1902
N 2.5810 0.5927 -0.1921
C 1.4224 0.1437 0.0178
C 0.9120 -1.2063 -0.4163
O -0.3924 -1.2897 0.1170
C -0.7595 -0.0404 0.6550
C -1.8520 0.6204 -0.1548
O 0.4104 0.7796 0.6619
H 0.9018 -1.2774 -1.5104
H 1.5346 -2.0082 -0.0078
H -1.0693 -0.1925 1.6967
H -2.1144 1.5832 0.2922
H -2.7371 -0.0225 -0.1657
H -1.5146 0.7846 -1.1837
*
```



[2]
Entry from OMol25: a 4-piece molecular cluster, C26H48Br2INO11 overall (ωB97M-V/def2-TZVPD).

Computed properties:
gap between HOMO and LUMO: 9.33 eV
HOMO level: -0.327 Eh
E_LUMO: 0.4187 eV
SMILES: C=C[C@H](N)[C@@H](CCCO)O[C@H](C[C@H](C)I)/C(Br)=C(\C)Br.CCOC(=O)OC.CCOC(=O)OC.CCOC(=O)OC
E: -199938.0635 eV

Geometry as ORCA input:
```
! RIJCOSX wB97M-V def2-TZVPD def2/J DEFGRID3
* xyz 0 1
C -2.5420 6.9504 0.4633
C -2.3861 6.3403 1.6374
C -1.1527 5.6009 2.1041
N 0.0016 5.6824 1.2292
C -1.4355 4.1157 2.4968
C -2.8362 3.8909 3.0520
C -2.9966 2.4916 3.6249
C -4.2514 2.3085 4.4571
O -5.4495 2.5273 3.7369
O -1.0590 3.1946 1.4905
C -1.8731 3.1414 0.3324
C -2.7508 1.8677 0.2597
C -4.2381 2.0523 0.4736
C -4.9542 0.7086 0.2861
I -5.0452 3.3993 -0.9987
C -0.9474 3.2148 -0.8822
Br -1.2353 4.6951 -2.0499
C 0.0157 2.3161 -1.1415
C 0.3325 1.1338 -0.2865
Br 1.1370 2.4377 -2.6808
H -1.7197 7.0352 -0.2305
H -3.4785 7.3668 0.1317
H -3.2122 6.3696 2.3350
H -0.8531 6.0778 3.0383
H -0.2415 5.6866 0.2513
H 0.5502 6.4939 1.4600
H -0.7645 3.9085 3.3256
H -3.6037 4.1563 2.3285
H -2.9254 4.5809 3.8933
H -2.1488 2.3048 4.2841
H -2.9664 1.7112 2.8706
H -4.2078 2.9170 5.3639
H -4.2886 1.2731 4.7838
H -5.3748 3.3461 3.2444
H -2.5409 3.9955 0.2425
H -2.3693 1.1107 0.9379
H -2.6352 1.4433 -0.7349
H -4.4794 2.4041 1.4688
H -6.0230 0.8605 0.3906
H -4.7919 0.3814 -0.7368
H -4.5806 -0.0254 0.9911
H -0.4879 0.4233 -0.2697
H 1.2191 0.6122 -0.6114
H 0.4861 1.4523 0.7376
C -1.6767 -0.4301 -4.0770
C -0.5590 -0.9446 -3.1969
O -0.9917 -2.0547 -2.3917
C -1.0210 -3.2317 -3.0069
O -0.6998 -3.4473 -4.1462
O -1.4588 -4.1427 -2.1378
C -1.5795 -5.4624 -2.6775
H -2.5584 -0.1992 -3.4766
H -1.3595 0.4730 -4.5981
H -1.9653 -1.1750 -4.8183
H -0.2567 -0.1759 -2.4935
H 0.3171 -1.2204 -3.7829
H -0.6516 -5.7790 -3.1491
H -2.3959 -5.5016 -3.3967
H -1.8021 -6.1159 -1.8395
C 3.3033 -3.7599 -3.3859
C 2.4127 -4.5755 -2.4752
O 2.6037 -5.9910 -2.6706
C 3.6666 -6.5319 -2.0733
O 4.4730 -5.9584 -1.3868
O 3.6906 -7.8271 -2.3732
C 4.8115 -8.5345 -1.8374
H 3.1622 -4.0633 -4.4237
H 3.0676 -2.6996 -3.2936
H 4.3538 -3.9028 -3.1352
H 1.3677 -4.3930 -2.7132
H 2.5649 -4.3189 -1.4279
H 4.8991 -8.3716 -0.7658
H 5.7271 -8.2242 -2.3380
H 4.6307 -9.5872 -2.0322
C 5.1876 -3.0949 0.8331
C 4.3134 -2.8404 2.0404
O 4.7504 -1.6874 2.7799
C 4.3701 -0.5202 2.2730
O 3.6885 -0.3617 1.2941
O 4.8558 0.4508 3.0434
C 4.5457 1.7740 2.5926
H 6.2347 -3.1647 1.1299
H 4.8999 -4.0249 0.3412
H 5.1015 -2.2831 0.1106
H 4.3775 -3.6724 2.7390
H 3.2673 -2.7228 1.7589
H 3.4764 1.8947 2.4349
H 5.0847 1.9952 1.6728
H 4.8748 2.4491 3.3766
*
```



[3]
Entry from OMol25: a 3-piece molecular cluster, C3H12N2O2 overall (ωB97M-V/def2-TZVPD).

Computed properties:
gap between HOMO and LUMO (spin up / spin down): 2.17 / 8.67 eV
expectation value of S²: 0.750
HOMO level (spin up / spin down): 0.044 / -0.199 Eh
E_LUMO (spin up / spin down): 3.3732 / 3.2615 eV
E: -10378.6880 eV
ΔE to the lowest compared entry with this formula, charge and spin: 26.9 kcal per mole

Geometry as ORCA input:
```
! RIJCOSX wB97M-V def2-TZVPD def2/J DEFGRID3
* xyz -1 2
C -2.1551 -1.1506 -0.9518
C -1.0350 -0.6866 -0.0693
C -0.1123 -1.5582 0.3597
N 0.4138 -1.4255 1.7039
N -1.1593 0.5835 0.4998
H -2.9448 -1.4630 -0.2804
H -1.7021 -1.9346 -1.5715
H -2.3603 -0.4567 -1.7682
H 0.0886 -2.4735 -0.1751
H 0.0707 -2.2018 2.2452
H 1.4083 -1.4126 1.7461
H -2.1053 0.9555 0.5087
H -0.9104 0.5548 1.4864
H 2.8490 3.8052 -0.3442
H 3.2261 3.6202 1.1112
O 2.9945 3.1009 0.3149
H 1.8422 1.0507 -1.6463
H 0.5369 0.4873 -1.1798
O 1.0544 0.6050 -1.9891
*
```



[4]
Entry from OMol25: an isolated molecule of C7H9NO4 (ωB97M-V/def2-TZVPD).

Computed properties:
gap between HOMO and LUMO: 8.77 eV
HOMO level: -0.355 Eh
E_LUMO: -0.8840 eV
SMILES: NC[C@H](O)CC1=CC(=O)OC1=O
E: -17084.5692 eV
ΔE to the lowest compared entry with this formula, charge and spin: 0.0 kcal per mole

Geometry as ORCA input:
```
! RIJCOSX wB97M-V def2-TZVPD def2/J DEFGRID3
* xyz 0 1
N 3.3594 0.5840 -0.1114
C 2.2922 -0.3605 -0.4838
C 0.9201 0.1744 -0.0597
O 1.0102 1.0569 1.0354
C -0.0408 -0.9604 0.2735
C -1.4363 -0.4732 0.1898
C -2.0464 0.2789 1.0729
C -3.4118 0.5770 0.5379
O -4.2350 1.3179 0.9905
O -3.5645 -0.1347 -0.6107
C -2.3622 -0.7306 -0.9421
O -2.1694 -1.3064 -1.9801
H 3.1347 1.4818 -0.5132
H 4.2164 0.2921 -0.5627
H 2.2678 -0.4511 -1.5619
H 2.5030 -1.3231 -0.0464
H 0.5034 0.6897 -0.9154
H 0.4557 1.8034 0.8290
H 0.0937 -1.7925 -0.4037
H 0.1349 -1.3301 1.2688
H -1.6250 0.6065 1.9935
*
```



[5]
Entry from OMol25: a 5-piece molecular cluster, C17H39BFN5O7 overall (ωB97M-V/def2-TZVPD).

Computed properties:
gap between HOMO and LUMO: 9.43 eV
HOMO level: -0.324 Eh
E_LUMO: 0.6011 eV
SMILES: CB(O)N(CCCF)C(=O)O.CN(C)C=O.CN(C)C=O.CN(C)C=O.CN(C)C=O
E: -43440.6578 eV

Geometry as ORCA input:
```
! RIJCOSX wB97M-V def2-TZVPD def2/J DEFGRID3
* xyz 0 1
C 3.1180 -2.3310 2.1496
B 2.8405 -0.8045 2.3636
O 3.9323 0.0386 2.6546
N 1.5109 -0.1976 2.3330
C 0.7446 -0.4492 1.0965
C -0.7233 -0.1676 1.3195
C -1.3631 -1.2167 2.2114
F -2.1289 -2.0858 1.4547
C 1.5701 1.1756 2.6149
O 1.8440 2.0389 1.8662
O 1.2367 1.4141 3.8731
H 2.5302 -2.8089 1.3827
H 4.1568 -2.4294 1.8683
H 3.0121 -2.8828 3.0750
H 4.0800 0.0036 3.6113
H 0.8220 -1.4938 0.8285
H 1.0929 0.1329 0.2505
H -1.2633 -0.1117 0.3910
H -0.8878 0.7859 1.8113
H -0.5682 -1.7764 2.6975
H -1.9596 -0.7554 2.9865
H 1.3807 2.3571 4.0328
C -1.4142 4.8074 -1.7902
N -1.0589 3.5253 -1.2051
C -0.4847 3.4889 0.1291
C -1.2448 2.3741 -1.8641
O -0.9722 1.2595 -1.4444
H -0.5247 5.4366 -1.8582
H -2.1563 5.3022 -1.1578
H -1.8261 4.6754 -2.7797
H 0.5010 3.0276 0.1004
H -1.1199 2.8964 0.7885
H -0.4001 4.5002 0.5194
H -1.6819 2.5242 -2.8658
C -2.5063 -6.1813 2.0934
N -1.3411 -5.7344 2.8296
C -1.0596 -6.3102 4.1333
C -0.5056 -4.7960 2.3444
O 0.4835 -4.3807 2.9188
H -3.4106 -5.9838 2.6725
H -2.4357 -7.2543 1.8997
H -2.5755 -5.6545 1.1442
H -1.0492 -5.5253 4.8904
H -0.0788 -6.7873 4.1239
H -1.8200 -7.0461 4.3826
H -0.8042 -4.4203 1.3510
C -2.7194 9.6942 -4.9563
N -2.1294 8.4997 -4.3835
C -1.0495 8.6342 -3.4195
C -2.5466 7.2656 -4.7133
O -2.0832 6.2339 -4.2606
H -1.9568 10.2671 -5.4873
H -3.1435 10.3151 -4.1648
H -3.5088 9.4266 -5.6550
H -0.1583 8.1258 -3.7889
H -1.3384 8.1740 -2.4738
H -0.8281 9.6860 -3.2591
H -3.3678 7.2670 -5.4501
C 1.6411 -6.5308 -1.7820
N 2.4977 -5.5114 -1.2120
C 2.7893 -4.3155 -1.9852
C 3.0376 -5.6309 0.0191
O 3.7569 -4.8044 0.5412
H 2.0800 -6.9127 -2.7065
H 0.6576 -6.1100 -2.0039
H 1.5214 -7.3556 -1.0825
H 3.8653 -4.2285 -2.1408
H 2.4509 -3.4317 -1.4432
H 2.2852 -4.3668 -2.9470
H 2.7548 -6.5701 0.5270
*
```



[6]
Entry from OMol25: a 2-piece molecular cluster, C4H7NO3 overall (ωB97M-V/def2-TZVPD).

Computed properties:
gap between HOMO and LUMO: 8.09 eV
HOMO level: -0.332 Eh
E_LUMO: -0.9349 eV
SMILES: C=C[N+](=O)[O-].C=CO
E: -11888.9306 eV
ΔE to the lowest compared entry with this formula, charge and spin: 146.4 kcal per mole

Geometry as ORCA input:
```
! RIJCOSX wB97M-V def2-TZVPD def2/J DEFGRID3
* xyz 0 1
C -2.0128 -1.5668 0.4945
C -1.4364 -0.4013 0.6029
N -1.8881 0.8272 0.0191
O -1.0989 1.7184 0.0779
O -2.9139 0.7391 -0.6835
H -3.0686 -1.5738 0.0848
H -1.4302 -2.4012 0.6839
H -0.3235 -0.2659 0.9884
C 2.1547 0.1529 -1.1199
C 2.4289 0.3869 0.1752
O 1.5324 1.0459 0.9319
H 1.1788 0.4901 -1.5744
H 2.8569 -0.3952 -1.7734
H 3.2288 -0.1051 0.7290
H 0.7919 1.3487 0.3634
*
```



[7]
Entry from OMol25: C18H10AuCl2N4O2S as an isolated structure (ωB97M-V/def2-TZVPD).

Computed properties:
gap between HOMO and LUMO (spin up / spin down): 7.38 / 5.79 eV
expectation value of S²: 2.010
HOMO level (spin up / spin down): -0.170 / -0.166 Eh
E_LUMO (spin up / spin down): 2.7515 / 1.2637 eV
E: -68457.9252 eV
ΔE to the lowest compared entry with this formula, charge and spin: 2.4 kcal per mole

Geometry as ORCA input:
```
! RIJCOSX wB97M-V def2-TZVPD def2/J DEFGRID3
* xyz -1 3
Au -0.4472 0.6533 0.7380
Cl 5.4204 -2.9978 1.4916
C 4.2705 -1.8271 0.9016
C 2.9245 -2.0279 1.1815
C 1.9731 -1.1192 0.7380
N 0.5949 -1.2256 0.9787
C -0.0027 -2.3762 1.3004
O 0.5267 -3.4670 1.5391
C -1.5207 -2.3199 1.3831
C -2.1858 -3.2654 2.1558
C -3.5647 -3.2100 2.2237
C -4.2361 -2.2266 1.5077
C -3.4878 -1.3348 0.7592
N -2.1596 -1.3799 0.6972
C 2.3855 0.0092 -0.0108
C 3.7340 0.1874 -0.2886
C 4.6722 -0.7279 0.1722
Cl 6.3524 -0.4475 -0.2008
N 1.3647 0.8810 -0.4191
C 1.5019 1.7416 -1.4316
O 2.5215 1.9924 -2.0833
C 0.2408 2.5011 -1.8151
C 0.3656 3.7175 -2.4770
C -0.7842 4.4001 -2.8249
C -2.0190 3.8421 -2.5176
C -2.0422 2.6219 -1.8647
N -0.9375 1.9651 -1.5210
H 2.6112 -2.8980 1.7330
H -1.6033 -4.0137 2.6737
H -4.1134 -3.9192 2.8314
H -5.3151 -2.1492 1.5308
H -3.9658 -0.5422 0.1936
H 4.0479 1.0335 -0.8760
H 1.3563 4.0863 -2.7007
H -0.7232 5.3594 -3.3244
H -2.9437 4.3416 -2.7745
H -2.9814 2.1524 -1.5923
S -1.8305 1.9895 1.9919
*
```



Question: Number 3 is which compound?
Answer: C3H12N2O2



Question: Which of these has the highest E?
Answer: C4H7NO2



Question: Among the records above, which one has the lowest E?
Answer: C26H48Br2INO11



Question: Which of these has the highest E?
Answer: C4H7NO2